The following is a DFT calculation (ωB97M-V/def2-TZVPD) of a molecular structure, C47H48GeHgN7O6S4 in a non-equilibrium geometry.

Summary:
E: -6477.7559 Ha
Molar mass: 1208.4 g mol⁻¹
Kohn-Sham gap: 0.26219 Eh
Charge: -1

Element x y z (Å)
Hg -0.061 -0.473 1.073
O -3.419 -2.544 3.174
C -2.539 -2.320 2.356
N -1.297 -1.895 2.632
C -0.661 -2.225 3.779
O -0.681 -3.321 4.314
C 0.160 -1.109 4.377
C 0.648 -1.273 5.672
C 1.313 -0.225 6.279
C 1.439 0.967 5.583
C 0.924 1.037 4.298
N 0.315 0.026 3.700
C -2.853 -2.496 0.889
C -4.158 -2.844 0.542
C -4.433 -3.214 -0.760
C -3.381 -3.264 -1.663
C -2.125 -2.871 -1.231
N -1.861 -2.466 0.003
H 0.491 -2.218 6.167
H 1.715 -0.332 7.276
H 1.928 1.827 6.019
H 0.998 1.945 3.722
H -4.911 -2.830 1.314
H -5.430 -3.494 -1.062
H -3.536 -3.613 -2.672
H -1.274 -2.926 -1.895
C -0.325 5.540 3.399
C -1.494 4.641 3.044
S -1.102 3.111 2.120
C -0.400 3.688 0.540
C 1.082 4.041 0.557
S 2.010 2.934 1.667
C 3.136 4.087 2.543
C 2.491 5.204 3.353
S 1.021 4.710 4.328
H -0.690 6.353 4.033
H 0.110 5.974 2.501
H -2.222 5.220 2.471
H -1.969 4.258 3.947
H -0.999 4.524 0.178
H -0.541 2.828 -0.113
H 1.260 5.064 0.882
H 1.497 3.903 -0.442
H 3.828 4.523 1.817
H 3.687 3.418 3.208
H 2.190 6.036 2.718
H 3.219 5.582 4.073
C 3.354 -0.954 2.339
Ge 2.444 -0.879 0.552
C 3.627 0.276 -0.580
C 4.326 1.318 0.010
C 5.145 2.143 -0.740
C 5.264 1.952 -2.106
C 4.583 0.905 -2.705
C 3.789 0.067 -1.944
C 2.556 -2.761 -0.140
C 1.416 -3.516 -0.025
C 1.350 -4.848 -0.449
C 2.445 -5.435 -1.016
C 3.657 -4.721 -1.123
C 4.818 -5.327 -1.650
C 5.997 -4.642 -1.728
C 6.072 -3.323 -1.258
C 4.968 -2.714 -0.730
C 3.724 -3.375 -0.665
H 4.416 -1.163 2.233
H 2.900 -1.749 2.924
H 3.230 -0.025 2.891
H 4.219 1.489 1.070
H 5.683 2.944 -0.250
H 5.888 2.608 -2.698
H 4.673 0.742 -3.771
H 3.290 -0.771 -2.414
H 0.529 -3.072 0.412
H 0.427 -5.393 -0.320
H 2.406 -6.456 -1.372
H 4.754 -6.355 -1.982
H 6.881 -5.111 -2.137
H 7.012 -2.792 -1.312
H 5.040 -1.707 -0.346
O -5.580 1.023 -5.918
S -6.976 1.100 -5.514
O -7.896 0.394 -6.385
O -7.418 2.426 -5.086
C -7.033 0.285 -3.873
N -8.161 -0.245 -3.417
C -8.177 -0.635 -2.156
C -7.078 -0.521 -1.317
C -5.955 0.089 -1.875
N -5.954 0.483 -3.146
C -4.710 0.334 -1.139
C -3.558 0.624 -1.874
C -2.364 0.771 -1.203
N -2.246 0.662 0.120
C -3.354 0.467 0.827
C -4.601 0.300 0.249
H -9.111 -1.060 -1.802
H -7.091 -0.890 -0.304
H -3.645 0.718 -2.946
H -1.449 0.987 -1.738
H -3.229 0.427 1.900
H -5.462 0.133 0.876
C 0.382 -1.097 -3.078
N 0.672 0.235 -3.555
C 0.536 0.432 -4.975
C 0.941 1.231 -2.711
O 1.014 1.156 -1.500
H 0.937 -1.831 -3.667
H -0.689 -1.302 -3.165
H 0.670 -1.172 -2.028
H -0.446 0.090 -5.313
H 1.309 -0.132 -5.507
H 0.639 1.488 -5.218
H 1.101 2.191 -3.240